This record from OMol25 describes a cluster of 13 separate species, C60H124F30N12P5 in total in a non-equilibrium geometry. The level of theory is ωB97M-V/def2-TZVPD.

Positions of all 231 atoms, in Å:
C (19.04410, 11.48037, -29.97988)
C (17.55728, 11.75818, -30.44363)
C (16.50718, 10.79948, -29.83454)
N (15.11169, 10.77707, -30.61116)
C (14.00376, 10.11526, -29.73086)
C (12.84365, 9.57198, -30.46733)
C (13.05406, 8.83569, -31.80715)
C (14.08577, 9.56870, -32.67068)
C (15.37193, 9.80900, -31.92600)
C (14.57685, 12.23237, -30.95693)
H (19.76044, 12.04350, -30.57808)
H (19.28322, 10.41727, -29.95266)
H (19.24354, 11.70100, -28.93124)
H (17.48401, 11.74536, -31.53109)
H (17.38539, 12.77727, -30.09721)
H (16.34600, 11.19392, -28.83128)
H (16.89631, 9.79213, -29.68650)
H (14.44863, 9.31811, -29.13525)
H (13.71608, 10.86676, -28.99561)
H (12.22535, 8.95110, -29.81902)
H (12.17194, 10.41396, -30.63460)
H (13.27163, 7.78009, -31.64443)
H (12.14218, 8.99656, -32.38221)
H (14.46321, 8.99769, -33.51897)
H (13.69875, 10.43827, -33.20187)
H (15.78641, 8.86280, -31.57813)
H (16.16791, 10.10953, -32.60731)
H (13.66047, 11.96041, -31.48076)
H (15.21392, 12.81493, -31.62241)
H (14.27431, 12.74179, -30.04201)
C (10.37323, 11.00787, -23.25200)
C (11.74915, 10.84691, -24.02171)
C (12.55148, 12.21983, -23.96674)
N (13.77730, 12.21494, -25.04728)
C (13.19978, 12.64362, -26.41771)
C (12.76475, 14.05089, -26.56219)
C (13.87952, 14.96332, -26.14889)
C (14.42559, 14.70648, -24.68358)
C (14.83109, 13.28733, -24.62269)
C (14.46936, 10.84084, -25.28108)
H (10.62243, 11.28181, -22.22684)
H (9.60865, 10.23435, -23.32399)
H (9.82891, 11.92293, -23.48543)
H (11.52839, 10.60574, -25.06152)
H (12.35052, 10.03759, -23.60764)
H (13.16775, 12.21798, -23.06767)
H (11.99548, 13.15677, -23.93326)
H (12.36247, 11.95538, -26.53324)
H (13.98823, 12.40823, -27.13257)
H (11.81175, 14.17528, -26.04796)
H (12.48051, 14.15392, -27.60942)
H (13.58030, 16.01114, -26.12324)
H (14.66359, 14.82079, -26.89253)
H (13.71741, 15.00840, -23.91194)
H (15.24059, 15.36927, -24.39272)
H (15.08133, 12.85458, -23.65408)
H (15.72928, 13.17921, -25.23069)
H (15.30860, 11.13429, -25.91169)
H (13.80034, 10.11211, -25.73877)
H (14.75366, 10.40172, -24.32481)
C (21.97895, 12.38005, -28.40937)
C (22.32118, 13.23627, -29.55371)
C (23.33751, 14.34536, -29.24774)
N (24.00272, 15.00131, -30.54156)
C (22.98573, 15.63867, -31.57841)
C (23.66861, 16.68071, -32.55767)
C (24.61349, 17.69083, -31.76574)
C (25.56280, 17.01926, -30.83908)
C (24.84137, 16.04477, -29.93529)
C (24.92707, 13.99142, -31.20782)
H (21.58129, 12.96166, -27.57768)
H (22.91698, 12.04071, -27.96998)
H (21.47209, 11.43082, -28.58304)
H (21.40931, 13.62397, -30.00791)
H (22.90067, 12.58941, -30.21239)
H (24.15142, 14.07034, -28.57691)
H (22.67455, 15.10301, -28.82996)
H (22.11152, 15.98476, -31.02698)
H (22.76106, 14.76638, -32.19220)
H (22.81940, 17.27235, -32.89956)
H (24.11225, 16.29033, -33.47358)
H (23.83989, 18.08948, -31.10944)
H (25.00981, 18.45028, -32.43973)
H (26.06867, 17.75367, -30.21231)
H (26.31438, 16.45392, -31.39009)
H (24.22556, 16.56421, -29.20108)
H (25.60515, 15.45646, -29.42673)
H (24.31395, 13.13642, -31.49271)
H (25.46487, 13.60988, -30.33990)
H (25.42547, 14.53854, -32.00805)
C (15.25731, 3.44998, -31.45474)
C (16.06803, 3.93773, -30.24017)
C (17.55113, 4.13767, -30.48950)
N (18.20991, 5.08289, -29.42439)
C (18.28079, 4.30745, -28.05923)
C (18.76688, 5.25626, -26.93697)
C (18.11515, 6.63768, -26.81456)
C (18.06090, 7.39338, -28.14702)
C (17.54459, 6.50536, -29.26909)
C (19.70866, 5.31324, -29.73450)
H (15.21324, 4.17385, -32.26848)
H (14.20857, 3.25218, -31.23307)
H (15.63501, 2.54387, -31.92846)
H (15.89824, 3.42452, -29.29366)
H (15.41731, 4.78223, -30.01324)
H (17.70561, 4.75628, -31.37356)
H (18.13432, 3.21828, -30.43736)
H (17.31083, 3.92968, -27.73583)
H (18.78594, 3.35521, -28.22093)
H (18.63009, 4.76804, -25.97208)
H (19.85096, 5.34298, -27.01016)
H (17.10325, 6.37911, -26.50262)
H (18.44077, 7.24126, -25.96735)
H (17.50263, 8.29989, -27.91318)
H (19.03698, 7.80192, -28.40870)
H (16.48948, 6.30514, -29.08267)
H (17.56276, 7.04014, -30.21871)
H (20.07387, 4.28816, -29.79723)
H (20.22031, 5.89091, -28.96470)
H (19.73871, 5.69618, -30.75458)
C (23.27045, 6.21529, -27.41041)
C (22.66203, 7.61933, -27.76802)
N (22.78100, 8.51565, -26.61096)
C (22.11662, 8.45873, -25.35670)
C (22.27599, 9.58833, -24.66334)
N (23.04563, 10.40377, -25.50768)
C (23.37617, 9.71302, -26.60771)
C (23.56705, 11.73941, -25.05648)
H (23.36568, 5.76525, -28.39859)
H (22.70957, 5.56337, -26.74070)
H (24.30984, 6.27085, -27.08688)
H (21.59372, 7.70673, -27.96598)
H (23.11096, 8.10101, -28.63667)
H (21.48183, 7.63486, -25.06571)
H (21.75941, 9.91731, -23.77378)
H (23.89976, 10.09249, -27.47273)
H (24.48397, 11.96820, -25.59964)
H (23.51329, 11.71969, -23.96798)
H (22.87037, 12.55107, -25.26613)
C (19.41721, 14.46170, -28.03528)
C (18.43963, 15.57007, -28.34549)
N (18.97400, 16.42145, -29.45009)
C (19.24345, 16.03231, -30.69986)
C (19.72579, 17.16567, -31.36529)
N (19.60580, 18.24926, -30.53091)
C (19.05868, 17.73426, -29.41275)
C (19.90335, 19.57200, -30.91420)
H (20.31095, 14.93714, -27.63119)
H (19.66791, 13.72893, -28.80228)
H (18.96950, 13.82869, -27.26915)
H (18.27525, 16.14304, -27.43292)
H (17.45324, 15.17305, -28.58530)
H (19.22491, 15.01686, -31.06719)
H (20.12819, 17.24238, -32.36459)
H (18.76752, 18.22247, -28.49445)
H (19.89338, 20.10293, -29.96230)
H (19.03004, 20.00712, -31.40009)
H (20.64710, 19.71329, -31.69840)
C (19.60698, 15.28096, -24.25237)
C (21.04950, 14.92327, -24.43104)
N (21.80911, 15.29922, -23.30841)
C (21.54821, 15.02248, -21.97685)
C (22.62635, 15.47302, -21.30113)
N (23.52610, 16.06296, -22.19181)
C (22.92755, 16.03700, -23.48498)
C (24.84327, 16.46220, -21.83367)
H (19.39476, 16.34566, -24.34965)
H (19.15675, 14.87729, -23.34548)
H (19.01870, 14.82087, -25.04632)
H (21.47231, 15.37615, -25.32783)
H (21.20048, 13.89275, -24.75250)
H (20.61805, 14.51175, -21.77597)
H (22.80042, 15.31728, -20.24669)
H (23.37797, 16.45829, -24.37157)
H (24.99206, 16.13452, -20.80479)
H (24.87755, 17.54385, -21.96390)
H (25.61192, 15.93131, -22.39531)
C (22.08339, 8.07967, -20.59671)
C (20.66544, 7.70995, -20.04044)
N (19.57669, 7.97209, -20.95855)
C (19.03669, 9.21990, -21.29345)
C (17.94048, 9.00073, -22.10364)
N (17.85810, 7.63782, -22.46486)
C (18.90874, 7.07018, -21.75345)
C (16.92214, 7.08608, -23.40226)
H (22.73023, 8.27312, -19.74097)
H (21.96372, 8.85720, -21.35118)
H (22.31853, 7.13800, -21.09276)
H (20.37892, 8.35747, -19.21174)
H (20.55705, 6.70672, -19.62828)
H (19.61423, 10.07542, -20.97576)
H (17.37304, 9.81801, -22.52371)
H (19.24371, 6.05166, -21.88312)
H (17.36771, 6.17143, -23.79339)
H (16.62337, 7.86997, -24.09822)
H (15.93692, 6.81454, -23.02319)
P (21.22237, 4.49189, -23.63357)
F (22.62323, 5.12284, -23.91209)
F (21.86444, 3.06746, -23.54285)
F (21.28407, 4.81081, -22.10162)
F (19.70129, 3.79862, -23.47980)
F (20.66426, 5.91954, -23.85861)
F (21.02801, 4.18426, -25.17513)
P (18.45504, 11.07244, -25.40709)
F (17.45229, 11.69584, -26.53329)
F (17.43357, 9.86593, -25.03946)
F (19.19519, 10.21887, -26.60892)
F (19.53122, 10.31015, -24.43118)
F (19.55865, 12.25205, -25.67404)
F (17.91268, 12.02365, -24.19610)
P (13.93649, 7.16406, -26.20913)
F (15.40050, 7.97716, -26.20186)
F (14.61216, 6.06699, -25.25302)
F (13.66391, 8.05257, -24.84591)
F (12.53217, 6.41447, -26.03320)
F (13.23166, 8.26046, -27.17729)
F (14.49995, 6.27397, -27.47103)
P (23.18981, 11.81406, -20.57824)
F (23.67278, 10.43478, -21.36295)
F (24.10565, 12.80783, -21.35425)
F (22.01510, 11.99101, -21.74337)
F (22.53946, 13.04872, -19.71718)
F (22.11997, 10.85127, -19.77295)
F (24.35384, 11.57237, -19.47559)
P (14.73040, 10.51004, -19.82494)
F (14.13169, 11.55908, -18.72272)
F (13.53249, 11.05655, -20.80016)
F (15.67882, 11.72104, -20.35349)
F (15.48106, 9.65016, -21.00816)
F (15.76481, 10.01112, -18.64039)
F (13.71395, 9.18341, -19.45582)

Atomic forces in eV per Å
-0.993 -0.645 0.310
0.867 -0.377 0.317
-0.674 1.269 0.113
1.900 -0.217 -0.477
1.862 -0.387 0.753
-1.712 0.440 -1.084
-0.043 1.297 -0.260
0.938 -0.592 -0.103
-0.621 1.009 0.962
-0.242 -2.415 -0.305
-0.062 -0.187 -0.212
0.063 -0.156 -0.746
-0.555 0.448 0.118
0.222 0.013 -0.068
-0.521 0.128 -0.196
-0.569 -0.262 0.136
-0.366 -0.150 -0.476
0.582 -0.023 -0.145
-0.036 0.086 -0.135
0.430 -0.151 0.349
-0.167 0.141 -0.428
0.065 0.069 -0.242
-0.308 -0.837 0.307
-0.410 -0.624 -0.108
-0.143 0.355 0.526
-0.444 0.007 0.860
-0.041 1.238 0.387
-0.007 0.496 -0.134
0.203 -0.323 0.293
0.492 -0.119 0.051
1.023 1.233 0.320
-1.177 1.580 -0.073
1.998 -2.372 0.259
-1.531 1.821 -1.119
0.264 -2.104 1.059
-0.804 -0.083 0.380
0.313 1.405 1.555
-1.341 0.374 -0.884
0.324 -2.672 0.986
-0.598 1.291 0.686
-0.042 -0.896 0.400
0.708 -0.411 0.061
0.131 0.202 -0.950
0.040 -0.098 -0.154
-0.048 0.169 0.086
-0.360 -0.112 0.428
-0.027 -0.155 -0.849
0.072 -0.055 -0.432
0.095 -0.110 -0.131
0.160 0.381 0.395
0.202 0.298 -0.178
-0.096 0.031 -0.562
0.454 0.190 0.091
-0.641 -0.366 -0.233
0.487 -0.227 -0.583
0.368 0.701 0.344
-0.161 -0.498 -0.337
0.036 -0.593 0.181
-0.100 0.475 -0.147
0.265 0.309 -0.004
1.149 -0.408 2.383
1.627 -0.356 -1.676
-1.853 0.551 -1.413
-1.307 -0.093 0.258
2.116 -1.268 -0.584
0.130 0.663 1.500
-2.487 -0.849 -0.650
0.446 -0.758 -0.581
1.070 0.470 0.899
-1.675 0.227 1.173
-0.732 -0.323 -0.002
0.309 -0.087 0.018
-0.541 0.513 -0.257
0.320 0.170 -0.448
-0.726 -0.243 -0.756
-0.100 -0.036 -0.149
0.798 0.662 0.306
0.300 0.180 -0.016
-0.685 0.083 0.125
-0.002 0.090 -0.191
0.107 -0.596 0.358
0.167 1.090 0.127
0.085 -0.114 0.245
0.102 -0.148 0.028
0.335 0.227 -0.032
0.032 0.105 -0.028
0.019 0.371 0.501
0.113 0.313 -0.764
1.015 0.199 -0.611
0.356 -0.698 0.185
0.313 -1.097 -0.559
-1.547 0.132 0.228
-0.123 2.591 0.883
1.085 0.384 1.833
-1.477 1.382 0.679
1.529 -0.297 0.265
-1.109 -1.247 -0.602
1.060 -0.394 1.018
-1.286 -0.809 0.136
-1.624 -1.406 -1.016
0.332 0.388 0.155
0.139 -0.006 0.472
0.121 -0.166 0.171
0.106 -0.990 -0.424
1.069 1.145 0.146
0.098 -0.691 -0.552
-0.084 0.097 -0.338
-0.579 0.591 -0.560
0.874 0.502 -0.072
0.020 -0.352 -0.117
0.174 0.021 0.082
-0.457 0.427 -0.291
0.668 -0.076 -0.257
-0.769 -0.142 -0.671
0.443 -0.143 -0.034
0.014 -0.156 0.171
0.468 -0.436 -0.380
0.552 0.214 0.194
-0.345 -0.072 -0.317
0.257 0.486 0.205
-0.249 0.722 -1.733
0.078 -0.638 1.635
0.063 2.097 2.283
-0.770 -1.863 -1.006
0.444 0.656 -1.547
0.585 0.664 0.883
-0.690 0.152 -0.269
-1.115 -0.636 -0.473
-0.198 -0.629 0.046
-0.222 0.344 0.049
-0.158 0.453 0.329
-0.200 -0.979 -0.157
0.537 -0.086 0.237
0.224 -0.330 -0.121
0.467 0.100 0.104
0.240 0.036 0.328
0.268 -0.219 0.754
1.102 -0.137 0.071
-0.419 -0.237 -0.590
-0.155 -0.150 0.601
-0.042 -0.617 -0.238
-1.870 0.129 0.744
2.059 0.692 -2.419
-0.591 -1.631 0.000
-0.777 -3.928 -0.049
0.722 1.668 1.578
-1.778 2.321 0.307
0.239 -0.307 0.037
-0.144 0.593 -0.396
0.120 0.081 0.348
0.276 0.477 -0.284
0.047 0.140 -0.532
-0.105 0.064 0.230
-0.163 0.100 0.063
0.222 0.615 -0.272
1.203 0.657 -0.404
-0.371 -0.176 -0.108
0.706 -0.370 0.903
-1.294 -0.282 -0.801
-1.027 -0.519 -1.780
1.784 1.749 -0.156
0.176 -0.011 -1.744
0.613 0.152 -0.132
-3.547 -1.223 -2.211
1.160 -1.459 4.700
0.772 0.470 0.416
0.313 0.146 0.436
0.203 0.144 0.070
0.035 -0.240 -0.105
0.044 0.851 0.101
-0.328 -0.536 1.024
0.453 -0.110 0.645
0.353 0.201 -0.111
-0.247 -0.285 0.048
0.038 0.494 0.039
0.625 -0.070 0.295
-0.190 0.176 -0.301
-2.094 -1.847 0.069
0.254 1.212 0.984
-2.575 -1.149 -3.889
-0.519 -1.365 -0.009
1.555 0.577 -0.026
3.103 2.155 3.510
-0.520 0.379 0.120
-0.797 -0.514 -0.288
0.116 0.306 -0.537
0.415 0.145 0.529
0.858 0.190 -0.226
0.396 0.105 0.228
0.232 -0.110 -0.463
-0.704 0.330 0.177
-0.350 -0.596 -0.034
-0.298 -0.111 0.259
-0.093 0.272 -0.527
0.725 -0.315 -0.488
0.261 -0.134 0.912
-1.240 -3.265 -0.358
2.667 0.700 -0.190
0.645 -1.175 1.338
0.142 -0.360 1.569
0.428 1.091 0.699
-2.583 3.165 -0.671
-0.096 0.369 -2.863
1.749 -1.932 1.806
-0.032 0.273 0.406
0.008 1.240 -0.976
-0.760 0.099 -0.565
-0.355 1.025 0.183
0.108 0.499 -0.619
-0.409 -0.764 -0.999
1.045 -0.799 2.837
-0.494 0.242 -1.241
0.385 -0.457 0.119
-0.857 0.193 -0.854
0.428 0.287 -0.918
0.615 0.068 -0.134
-0.914 0.743 -0.354
-2.129 -3.190 2.721
0.383 1.547 -0.363
1.078 0.837 -1.409
0.349 0.402 -0.271
0.458 0.183 -0.545
0.629 0.433 -0.187
-0.794 0.296 -0.584
-0.965 -0.364 1.888
-0.205 -0.954 -0.063
0.311 -0.546 -0.926
0.473 0.309 0.190
-0.905 -0.459 0.512
-0.344 0.142 -1.737
1.569 2.057 -0.463

Values from the calculation:
**HOMO**: -12.63 eV
**Kohn-Sham gap**: 5.30 eV
**Strongest force on any atom**: 5.16 eV Å⁻¹
**Charge**: +3